{"formula": "C11H39F4N15O12P2V2", "method": "ωB97M-V/def2-TZVPD", "total_charge": 2, "lumo_ev": [-6.1, -6.1], "homo_lumo_gap_ev": [6.5511, 7.5793], "e_tot_ev": -139790.9384, "multiplicity": 7, "symbols": ["V", "V", "O", "P", "O", "F", "F", "O", "P", "O", "F", "F", "C", "O", "N", "N", "H", "H", "H", "H", "C", "O", "N", "N", "H", "H", "H", "H", "C", "O", "N", "N", "H", "H", "H", "H", "C", "O", "N", "N", "H", "H", "H", "H", "C", "O", "N", "N", "H", "H", "H", "H", "C", "O", "N", "N", "H", "H", "H", "H", "C", "O", "N", "N", "H", "H", "H", "H", "C", "C", "C", "O", "C", "N", "H", "H", "H", "H", "H", "H", "H", "H", "H", "H", "H"], "xyz": [[2.35536, 0.48413, 2.37146], [2.48643, -0.27287, -3.28740], [0.94959, -0.22286, -1.79259], [0.28968, 0.29168, -0.57428], [1.01848, 0.29896, 0.69934], [-1.06783, -0.36533, -0.26800], [-0.08703, 1.77397, -0.84896], [3.52076, 0.58339, -1.67930], [4.39546, 0.51102, -0.47880], [3.84163, 0.68512, 0.86586], [5.49412, 1.56958, -0.68666], [5.23028, -0.78302, -0.48620], [-1.65124, 2.10620, -3.75165], [-1.51502, 3.31078, -3.89056], [-2.48225, 1.56656, -2.78805], [-0.99840, 1.16569, -4.50980], [-2.56410, 0.59033, -2.56172], [-2.88670, 2.20665, -2.12728], [-0.39400, 1.48590, -5.23901], [-1.26225, 0.20510, -4.34679], [2.21806, 3.61860, 1.33418], [2.11986, 2.62936, 2.04780], [1.10944, 4.23654, 0.82623], [3.42940, 4.09830, 0.93067], [1.15308, 5.06764, 0.27001], [0.25527, 3.71004, 0.84954], [4.22808, 3.61101, 1.30127], [3.56888, 4.99296, 0.50086], [-0.55105, 0.83454, 3.90768], [0.60241, 0.67935, 3.46044], [-1.60457, 0.22881, 3.30938], [-0.82738, 1.72442, 4.89723], [-2.54389, 0.57358, 3.43907], [-1.33801, -0.44701, 2.61683], [-1.78127, 1.97367, 5.07670], [-0.05049, 2.10746, 5.40157], [2.19770, 2.96037, -3.86578], [2.15305, 1.70432, -3.98279], [3.01840, 3.66903, -4.67223], [1.36334, 3.65146, -3.08736], [3.04649, 4.66350, -4.80249], [3.57774, 3.14390, -5.32307], [1.48743, 4.63458, -2.93884], [0.77000, 3.15817, -2.44920], [-3.28537, 2.70685, 1.81433], [-3.82679, 1.67552, 2.20986], [-2.31665, 2.67490, 0.83337], [-3.81936, 3.94169, 2.07943], [-1.96978, 1.78987, 0.52723], [-1.95733, 3.55158, 0.50892], [-3.40168, 4.75331, 1.66381], [-4.43285, 4.03406, 2.86687], [3.20883, -2.76841, 1.98115], [2.83903, -1.58766, 2.12683], [2.48640, -3.83904, 2.41077], [4.39274, -3.05952, 1.35478], [2.92284, -4.73997, 2.47521], [1.56295, -3.71204, 2.77870], [4.88213, -2.27235, 0.96765], [4.66859, -4.01307, 1.22845], [-2.31564, -2.40424, -3.08390], [-1.66526, -1.54195, -3.68263], [-3.05290, -3.36337, -3.72719], [-2.47125, -2.37749, -1.72014], [-2.87808, -3.49469, -4.70653], [-3.43289, -4.09169, -3.15218], [-3.05652, -2.98172, -1.16736], [-1.81227, -1.85808, -1.16716], [-2.83883, -4.54164, 2.63412], [-1.90396, -3.48407, 2.05589], [-1.11679, -3.95951, 0.86825], [-0.17641, -2.93742, 0.52370], [0.67691, -3.37791, -0.52354], [-2.75412, -2.35502, 1.61390], [-2.22856, -5.30687, 3.14513], [-3.50654, -5.01395, 1.92344], [-3.34609, -4.17686, 3.53115], [-1.26218, -3.20372, 2.90646], [-1.79448, -4.08671, 0.01427], [-0.63140, -4.92786, 1.04585], [1.18126, -4.27976, -0.15767], [1.41648, -2.60685, -0.73086], [0.10874, -3.59786, -1.43390], [-2.18311, -1.69326, 1.09365], [-3.18471, -1.88881, 2.40254]], "forces_ev_per_a": [[-0.81, 0.20, -1.71], [-1.23, 2.67, 2.00], [-0.08, -0.86, -1.32], [2.32, 0.40, 1.08], [0.29, -0.23, 0.37], [-0.70, 0.34, -0.61], [-0.65, 0.29, -0.37], [-0.05, -0.97, -1.14], [-0.30, 1.02, 0.51], [-0.02, 0.13, 0.50], [0.38, 0.07, -0.11], [0.41, -0.63, -0.41], [-0.04, -0.57, -0.01], [0.16, 0.03, 0.19], [0.07, 0.33, 0.23], [-0.49, 0.37, 0.93], [0.16, -0.14, -0.41], [-0.09, 0.12, -0.20], [-0.13, -0.07, -0.22], [0.28, -0.23, -0.46], [0.24, 0.62, -1.19], [-0.07, -0.64, 0.65], [0.30, -0.24, 0.34], [-0.31, -0.43, 0.44], [0.09, 0.06, -0.08], [-0.06, 0.03, 0.24], [0.07, 0.18, 0.06], [-0.08, 0.07, -0.03], [-0.50, 0.84, -0.86], [0.26, -0.56, 1.17], [1.12, 0.16, 0.87], [0.34, -0.79, -0.71], [-0.18, -0.26, -0.39], [-0.41, 0.03, -0.26], [0.03, 0.06, 0.43], [-0.14, 0.29, 0.08], [-0.27, 0.59, -0.90], [0.43, -0.97, 0.27], [0.47, -0.69, -0.12], [0.59, -0.42, 0.45], [-0.36, 0.12, 0.33], [-0.03, -0.05, 0.06], [-0.08, 0.13, -0.20], [-0.32, -0.18, -0.05], [-1.84, -0.47, -1.31], [0.87, 0.25, 0.67], [-0.27, 0.70, 1.04], [1.03, -0.43, -0.07], [0.02, -0.02, -0.06], [0.24, -0.19, -0.39], [-0.15, 0.25, 0.25], [-0.13, 0.03, -0.02], [0.32, -0.01, -0.02], [-0.13, -0.61, 0.20], [0.45, 0.54, -0.27], [-1.33, 0.48, 0.69], [-0.13, -0.12, 0.00], [-0.03, 0.17, 0.15], [0.32, -0.28, 0.02], [0.32, 0.02, -0.24], [-1.01, 0.22, 0.01], [0.26, -0.53, 0.32], [0.70, 0.63, 0.69], [0.35, 0.03, -0.02], [-0.16, -0.12, -0.04], [-0.13, -0.31, -0.39], [-0.20, -0.10, -0.40], [-0.09, 0.03, -0.36], [1.14, -0.74, 1.12], [-1.46, 0.30, 0.60], [0.04, 0.24, -0.18], [0.10, -0.18, -0.14], [-0.11, -0.31, 0.53], [0.71, -0.17, -0.36], [0.00, -0.19, -0.67], [-0.18, 0.13, -0.05], [-0.53, 0.47, -0.53], [0.40, 0.09, -0.39], [0.00, -0.24, 0.18], [0.18, 0.17, 0.13], [0.15, -0.03, -0.41], [-0.04, 0.10, 0.12], [0.03, -0.05, 0.01], [-0.25, 0.05, 0.28], [-0.09, 0.00, -0.09]]}

***

{"formula": "C11H39O8", "method": "ωB97M-V/def2-TZVPD", "total_charge": 1, "lumo_ev": -2.2, "homo_lumo_gap_ev": 9.5319, "e_tot_ev": -28397.8705, "symbols": ["O", "H", "H", "H", "C", "C", "C", "O", "H", "H", "H", "H", "H", "H", "H", "H", "C", "C", "C", "O", "H", "H", "H", "H", "H", "H", "H", "H", "C", "O", "H", "H", "H", "H", "C", "O", "H", "H", "H", "H", "C", "O", "H", "H", "H", "H", "C", "O", "H", "H", "H", "H", "C", "O", "H", "H", "H", "H"], "xyz": [[0.44513, -0.43141, 0.12378], [-0.07336, 0.23287, 0.58367], [0.37247, -0.25307, -0.81671], [0.07635, -1.29405, 0.32741], [-1.70259, -3.31924, -0.33598], [-1.70273, -1.97839, 0.38389], [-2.93840, -1.66451, 1.19236], [-0.55459, -1.88294, 1.19590], [-0.81033, -3.43520, -0.95121], [-2.61011, -3.51561, -0.90690], [-1.59715, -4.09946, 0.41783], [-1.63132, -1.24733, -0.42144], [-2.82248, -0.71293, 1.71116], [-3.12169, -2.43454, 1.94174], [-3.79562, -1.75181, 0.52478], [-0.71989, -2.40856, 1.98203], [-0.30360, 0.31643, 2.79497], [-1.09247, 1.28222, 1.95676], [-0.56778, 2.69756, 2.01549], [-1.06417, 0.80796, 0.62953], [-0.15947, 0.69447, 3.80710], [0.71043, 0.18514, 2.41733], [-0.83810, -0.63244, 2.84038], [-2.13127, 1.30494, 2.28608], [0.51931, 2.76850, 1.97947], [-0.89032, 3.12811, 2.96348], [-0.88896, 3.34965, 1.20326], [-1.57572, 1.38239, 0.05512], [-0.13061, -1.08675, -2.60437], [-0.25271, 0.07927, -1.72935], [0.92224, -1.02408, -2.87945], [-0.30046, -1.95721, -1.97070], [-0.81146, -1.09309, -3.45556], [-0.02072, 0.85267, -2.24863], [1.90936, 2.69175, 0.38228], [1.52051, 1.36446, 0.50861], [1.63518, 3.26759, 1.26622], [2.99132, 2.77239, 0.27753], [1.45271, 3.13580, -0.50224], [1.79824, 0.82436, -0.23486], [2.54850, 0.57698, -2.08980], [2.41847, 0.20049, -0.73171], [3.45718, 1.12867, -2.33071], [2.49261, -0.30947, -2.72162], [1.71562, 1.27550, -2.17035], [3.14889, -0.37921, -0.50359], [2.18057, -2.35333, -0.09981], [1.04195, -2.36575, -0.95490], [3.12684, -2.48992, -0.62327], [2.26475, -1.41452, 0.44759], [2.11668, -3.17597, 0.61243], [0.78519, -3.25568, -1.20730], [-0.72906, 2.54783, -1.14370], [-1.98518, 2.34507, -0.47910], [-0.21696, 1.58972, -1.23257], [-0.95140, 2.90541, -2.14909], [-0.07515, 3.21460, -0.58164], [-2.58478, 3.04361, -0.75136]], "forces_ev_per_a": [[6.54, -4.87, 1.66], [-0.25, 1.06, 0.23], [0.99, 0.14, 0.79], [1.59, 0.28, -0.35], [-0.10, -0.71, 0.81], [-1.47, -0.65, -1.08], [-0.12, -0.78, -0.11], [-2.71, -3.72, 2.82], [-0.79, 0.00, -0.06], [0.09, 0.13, -0.07], [-0.26, -0.28, 0.06], [0.13, 0.32, 0.51], [-0.36, 0.00, -0.37], [0.16, -0.16, 0.22], [-0.17, 0.60, 0.12], [0.23, -0.34, 0.19], [0.17, 0.03, 1.19], [-0.29, 0.97, 0.04], [0.43, 0.66, 0.95], [-3.23, -0.04, 4.37], [-0.32, 0.13, 0.08], [-0.17, -0.09, -0.18], [0.30, 0.41, 0.37], [-0.24, -0.10, 0.17], [-0.93, -0.61, 0.70], [-0.05, 0.23, 0.00], [-0.41, -0.14, 0.34], [-1.00, -1.07, 0.93], [-0.21, 0.12, -0.61], [-3.40, -0.63, -7.62], [-0.62, -0.89, -0.63], [-0.53, 0.96, -1.07], [-0.02, 0.55, 0.08], [-0.15, -0.63, -1.07], [1.20, -0.31, -0.17], [-3.56, 7.63, 6.57], [0.56, 0.27, -0.53], [0.39, 0.19, -0.10], [0.58, 0.48, 0.05], [-1.85, 2.34, 2.16], [0.27, 0.41, -0.33], [9.05, -6.86, -9.07], [0.12, -0.04, 0.28], [-0.09, 0.37, -0.21], [0.30, 0.00, -0.86], [0.08, 0.13, 0.34], [0.62, -1.40, 0.77], [2.38, -0.71, 0.70], [0.03, -0.19, -0.51], [-0.75, -0.88, 0.16], [0.04, 0.03, 0.17], [0.82, -0.36, 0.15], [0.12, 1.19, -0.91], [-1.44, 3.89, -3.30], [-0.70, 2.55, 1.58], [0.22, 0.34, -0.08], [-0.85, 0.12, -0.37], [-0.37, -0.07, 0.09]]}